1.
The following is a DFT calculation (wB97M-V/def2-TZVPD) of C32H30BrCl3F5N3O2RuSSi as an isolated structure at a distorted geometry.

Geometry as XYZ:
```
79
Properties=species:S:1:pos:R:3:lowdin_charge:R:1
Ru -1.8370 0.4334 0.3684 1.006
O -5.0700 -0.8132 2.4704 0.028
C -4.0129 -0.7228 1.8666 -0.502
N -3.4895 0.4340 1.3997 -0.159
C -4.1087 1.6307 1.9071 -0.200
C -3.1568 2.7683 1.7456 -0.302
C -3.5596 4.0804 1.9487 -0.030
C -2.6402 5.0975 1.8060 -0.058
C -1.3306 4.7786 1.4831 -0.079
C -1.0049 3.4524 1.2909 -0.205
N -1.8928 2.4677 1.4122 -0.025
C -3.1189 -1.9085 1.6452 -0.202
C -3.5098 -3.1887 1.9830 0.003
C -2.6194 -4.2327 1.7987 -0.055
C -1.3620 -3.9531 1.3004 -0.052
C -1.0521 -2.6414 0.9883 -0.178
N -1.9185 -1.6424 1.1541 -0.055
H -4.3452 1.4874 2.9653 0.133
H -5.0510 1.8560 1.4058 0.097
H -4.5909 4.2950 2.1968 0.121
H -2.9421 6.1295 1.9332 0.108
H -0.5770 5.5446 1.3633 0.107
H 0.0018 3.1518 1.0273 0.108
H -4.5095 -3.3251 2.3773 0.118
H -2.9019 -5.2530 2.0285 0.107
H -0.6384 -4.7376 1.1261 0.109
H -0.0868 -2.3744 0.5833 0.103
C 6.1839 1.7627 0.9947 -0.053
C 5.4767 0.4929 1.4941 -0.562
C 6.1764 -0.7455 0.9146 -0.052
C 5.6051 0.4459 3.0176 -0.076
C 4.0125 0.5096 1.0443 -0.190
C 2.9465 0.4774 1.9248 -0.105
C 1.6533 0.4680 1.4343 -0.554
Br 0.2389 0.4099 2.7164 0.796
C 1.3042 0.4896 0.0619 -0.384
O 0.0689 0.4222 -0.3485 -0.365
C 2.4069 0.5732 -0.8386 -0.073
C 3.6936 0.5612 -0.3123 -0.009
C 2.2979 0.6576 -2.3789 -0.520
C 2.9089 -0.6202 -2.9794 -0.045
C 0.8810 0.8008 -2.9434 -0.090
C 3.0849 1.8910 -2.8643 -0.054
H 7.2278 1.7777 1.3280 0.079
H 5.6808 2.6511 1.3844 0.088
H 6.1765 1.8227 -0.0960 0.075
H 7.2264 -0.7751 1.2271 0.080
H 6.1480 -0.7455 -0.1775 0.075
H 5.6826 -1.6560 1.2629 0.089
H 6.6626 0.4411 3.2961 0.080
H 5.1424 -0.4553 3.4291 0.085
H 5.1380 1.3187 3.4823 0.085
H 3.0935 0.4504 2.9974 0.086
H 4.5193 0.5998 -1.0140 0.095
H 2.3565 -1.4957 -2.6288 0.091
H 3.9599 -0.7427 -2.7042 0.071
H 2.8399 -0.5910 -4.0721 0.082
H 0.2585 -0.0624 -2.7179 0.014
H 0.9482 0.8885 -4.0335 0.089
H 0.3903 1.6959 -2.5630 0.026
H 4.1407 1.8593 -2.5896 0.066
H 2.6481 2.7986 -2.4391 0.090
H 3.0208 1.9611 -3.9549 0.081
Cl -1.4492 3.5243 -1.7122 0.233
Si -2.6186 1.7652 -1.4695 -0.570
Cl -4.5190 2.6235 -1.1868 0.240
Cl -2.7409 1.1573 -3.4403 0.214
F -6.2602 -5.2122 -2.6525 0.101
C -5.2273 -4.3894 -2.4174 -0.154
C -5.4440 -3.0626 -2.1081 -0.149
F -6.7023 -2.6048 -2.0377 0.108
C -4.3746 -2.2204 -1.8805 -0.240
F -4.6419 -0.9460 -1.5720 0.050
C -3.0449 -2.6483 -1.9573 -0.525
S -1.6951 -1.5809 -1.7671 0.695
C -2.8725 -4.0090 -2.2292 -0.251
F -1.6384 -4.5315 -2.2781 0.066
C -3.9318 -4.8612 -2.4683 -0.155
F -3.7151 -6.1555 -2.7522 0.099
```

The HOMO-LUMO gap (spin up / spin down) is 6.672 / 6.535 eV. The HOMO energy (spin up / spin down) is -4.7 / -4.7 eV. The spin multiplicity is 2. The charge is -1. The expectation value of S² is 0.765. The calculation puts the total energy at -184735.960 eV. Its LUMO energy (spin up / spin down) is 1.943 / 1.813 eV.

=====

2.
The following is a DFT calculation (wB97M-V/def2-TZVPD) of C32H30CuN3O4Si as an isolated structure.

Geometry as XYZ:
```
71
Properties=species:S:1:pos:R:3:lowdin_charge:R:1
Cu -0.4769 2.0927 -1.0162 0.384
C -1.5270 0.3921 -4.1344 -0.087
O -0.6018 0.6438 -3.1064 -0.138
C 0.6780 0.1957 -3.2869 -0.240
C 1.1278 -0.3280 -4.4842 -0.044
C 2.4420 -0.7773 -4.6082 -0.119
C 3.2931 -0.6979 -3.5195 -0.118
C 2.8457 -0.1735 -2.3155 -0.034
C 1.5364 0.2964 -2.1662 -0.236
N 1.0376 0.8127 -0.9854 -0.072
N 1.8966 0.6937 0.0280 0.040
C 1.3788 0.9625 1.2743 -0.173
C 0.1111 0.6270 1.7361 -0.264
O -0.8297 -0.0671 0.9965 -0.183
C -0.2871 0.9064 3.0568 -0.028
C 0.5575 1.4810 3.9588 -0.051
C 1.8832 1.7894 3.5681 -0.179
C 2.8101 2.3506 4.4802 -0.055
C 4.0883 2.6410 4.0971 -0.107
C 4.4934 2.3883 2.7707 -0.096
C 3.6160 1.8540 1.8676 -0.023
C 2.2902 1.5307 2.2410 -0.086
H -1.5484 -0.6702 -4.4000 0.095
H -1.3091 0.9832 -5.0293 0.097
H -2.5033 0.6846 -3.7529 0.083
H 0.4597 -0.3921 -5.3325 0.094
H 2.7824 -1.1837 -5.5520 0.088
H 4.3175 -1.0413 -3.6004 0.091
H 3.4991 -0.1173 -1.4566 0.094
H -1.2975 0.6279 3.3360 0.112
H 0.2345 1.6930 4.9709 0.102
H 2.4792 2.5456 5.4945 0.103
H 4.7856 3.0712 4.8057 0.091
H 5.5038 2.6284 2.4626 0.093
H 3.9106 1.6695 0.8442 0.101
N -2.5446 1.8495 -0.5465 0.001
C -3.2577 3.1342 -0.5113 -0.247
C -2.9585 3.9613 -1.7574 -0.120
C -1.6241 4.7413 -1.6757 -0.684
O -1.6760 5.9638 -1.8373 -0.023
O -0.5755 4.0556 -1.4428 -0.094
H -2.9472 1.2424 -1.2515 0.085
H -2.6003 1.3527 0.3342 0.073
H -2.9147 3.6700 0.3766 0.124
H -4.3407 2.9894 -0.4065 0.101
H -3.7596 4.6816 -1.9221 0.101
H -2.9288 3.2902 -2.6248 0.104
C -4.8357 -3.3815 0.1184 -0.104
C -3.9572 -3.6052 -0.9318 -0.099
C -2.6956 -3.0258 -0.9135 -0.106
C -2.2838 -2.2208 0.1482 -0.239
C -3.1849 -2.0045 1.1931 -0.091
C -4.4490 -2.5772 1.1814 -0.095
Si -0.5702 -1.4571 0.1316 0.657
C 0.7207 -2.4555 1.0315 -0.237
C 1.7757 -3.0217 0.3180 -0.093
C 2.7602 -3.7593 0.9638 -0.090
C 2.7042 -3.9291 2.3381 -0.100
C 1.6688 -3.3580 3.0672 -0.089
C 0.6869 -2.6286 2.4162 -0.083
H -5.8232 -3.8266 0.1059 0.095
H -4.2568 -4.2267 -1.7670 0.096
H -2.0210 -3.1966 -1.7468 0.096
H -2.8926 -1.3709 2.0237 0.096
H -5.1346 -2.3946 2.0001 0.097
H -0.1806 -1.4136 -1.2856 0.041
H 1.8421 -2.8612 -0.7531 0.095
H 3.5760 -4.1886 0.3951 0.098
H 3.4747 -4.4959 2.8472 0.095
H 1.6350 -3.4732 4.1438 0.098
H -0.1084 -2.1727 2.9969 0.104
```

The HOMO-LUMO gap (spin up / spin down) is 5.485 / 6.612 eV. The HOMO energy (spin up / spin down) is -3.1 / -4.2 eV. The spin multiplicity is 2. The charge is -1. The expectation value of S² is 0.776. The calculation puts the total energy at -98851.844 eV. Its LUMO energy (spin up / spin down) is 2.402 / 2.399 eV.

=====

3.
The following is a DFT calculation (wB97M-V/def2-TZVPD) of C32H30N3O7RhSb as an isolated structure.

Geometry as XYZ:
```
74
Properties=species:S:1:pos:R:3:lowdin_charge:R:1
Rh 1.2675 -0.1854 -1.8118 1.176
N -0.1397 1.1430 -3.1658 -0.013
C -1.2995 0.3902 -3.6402 -0.145
C -1.0937 -1.1105 -3.5019 -0.528
O -1.7916 -1.8971 -4.1182 0.065
N -0.1190 -1.4791 -2.6113 -0.084
C 0.0884 -2.9002 -2.4345 -0.123
C 1.3357 -3.1529 -1.5876 -0.628
O 1.7184 -4.2839 -1.3743 0.056
O 1.8829 -2.0692 -1.1150 -0.191
H -0.3802 2.0851 -2.8864 0.095
H 0.5901 1.1825 -3.8741 0.077
H -1.5547 0.5984 -4.6805 0.128
H -2.1670 0.6419 -3.0273 0.099
H 0.1827 -3.4050 -3.3977 0.136
H -0.7621 -3.3694 -1.9258 0.122
O 6.6375 4.4867 -1.6199 -0.028
C 5.8902 4.2827 -0.6556 -0.694
O 5.8643 4.7293 0.5066 -0.052
C 4.7649 3.2271 -0.9116 -0.073
C 3.8474 2.9102 0.0835 0.007
C 2.8495 1.9987 -0.1741 -0.127
N 2.7211 1.3928 -1.3618 -0.030
C 3.6107 1.6740 -2.3286 -0.172
C 4.6337 2.5810 -2.1374 0.070
C 3.3928 0.9429 -3.6414 -0.595
O 4.0760 1.1966 -4.6121 0.072
O 2.4144 0.0866 -3.6205 -0.158
H 3.9488 3.4032 1.0414 0.113
H 2.1144 1.7251 0.5681 0.037
H 5.3301 2.8012 -2.9344 0.130
C 0.8031 2.1283 2.7710 -0.070
C -0.4052 1.4037 3.2945 -0.313
C -0.9059 1.7336 4.5529 -0.053
C -2.0255 1.1045 5.0735 -0.086
C -2.6668 0.1209 4.3371 -0.086
C -2.1741 -0.2227 3.0870 -0.120
C -1.0518 0.4087 2.5562 -0.322
Sb -0.4661 -0.2656 0.5844 1.571
C -2.3838 0.0097 -0.3308 -0.323
C -2.9520 -0.9920 -1.1150 -0.156
C -4.1320 -0.7841 -1.8155 -0.082
C -4.7535 0.4515 -1.7469 -0.083
C -4.1787 1.4679 -0.9977 -0.058
C -2.9947 1.2725 -0.2903 -0.307
C -2.4016 2.4294 0.4714 -0.060
C -0.4748 -2.3140 1.1891 -0.317
C -1.5770 -3.1541 1.0717 -0.133
C -1.5133 -4.4764 1.4910 -0.085
C -0.3391 -4.9626 2.0385 -0.076
C 0.7485 -4.1183 2.1950 -0.039
C 0.7005 -2.7895 1.7887 -0.303
C 1.8876 -1.8960 2.0235 -0.069
H 1.1182 2.9154 3.4546 0.084
H 0.5979 2.5933 1.8045 0.061
H 1.6480 1.4482 2.6404 0.071
H -0.4053 2.5026 5.1300 0.108
H -2.3943 1.3824 6.0529 0.100
H -3.5415 -0.3805 4.7314 0.101
H -2.6765 -0.9983 2.5199 0.092
H -2.4514 -1.9435 -1.2304 0.079
H -4.5354 -1.5748 -2.4340 0.112
H -5.6701 0.6348 -2.2932 0.102
H -4.6506 2.4436 -0.9678 0.108
H -2.8688 3.3668 0.1713 0.080
H -1.3267 2.5244 0.2875 0.058
H -2.5347 2.3104 1.5480 0.079
H -2.5102 -2.7865 0.6688 0.080
H -2.3786 -5.1183 1.3836 0.100
H -0.2689 -5.9966 2.3511 0.102
H 1.6629 -4.4960 2.6362 0.112
H 2.6683 -2.4254 2.5680 0.084
H 1.6075 -1.0228 2.6223 0.062
H 2.3125 -1.5609 1.0761 0.056
```

The HOMO-LUMO gap (spin up / spin down) is 7.642 / 5.316 eV. The HOMO energy (spin up / spin down) is -5.7 / -5.7 eV. The spin multiplicity is 5. The charge is -1. The expectation value of S² is 6.018. The calculation puts the total energy at -62020.803 eV. Its LUMO energy (spin up / spin down) is 1.948 / -0.373 eV.